163
Properties=species:S:1:pos:R:3:forces:R:3 method="wB97M-V/def2-TZVPD" orbital_gap_ev=5.8 homo_ev=-9.574 multiplicity=1 largest_force_ev_per_a=9.34 charge=+1
C 4.190 -1.782 -2.123 0.809 -0.006 0.464
C 3.171 -2.742 -2.973 -0.520 -0.431 -0.979
C 1.760 -1.973 -3.435 2.252 3.348 -3.064
O 1.915 -0.921 -4.240 -2.127 -6.061 5.244
O 0.498 -2.554 -2.961 2.193 2.705 0.180
C -0.476 -1.537 -2.535 -1.349 1.340 -1.417
C -1.255 -1.845 -1.133 -0.153 -1.441 -0.919
C -0.816 -0.921 0.172 1.993 -0.182 -3.476
C 0.820 -0.981 0.168 0.230 1.793 1.298
B 1.603 -2.385 0.338 2.189 -2.374 0.725
O 2.807 -2.380 1.251 -3.608 -0.643 -0.599
O 1.365 -3.691 -0.299 -1.296 2.390 2.074
N -1.400 -1.688 1.336 0.320 -1.023 0.162
S -3.172 -1.903 1.292 -2.062 0.308 -2.869
C -1.154 -1.148 2.715 1.150 0.433 2.809
N 0.184 -1.588 3.344 -1.872 -1.249 -1.105
I -2.627 -2.327 3.927 0.634 -0.244 2.639
C -1.325 0.472 2.875 -0.308 -0.190 1.579
Cl 0.407 1.047 3.419 -1.393 0.260 -1.181
C -2.139 0.810 4.299 0.184 1.632 -0.368
C -2.004 2.428 4.627 -0.476 0.753 0.626
C -1.137 2.811 5.949 2.629 2.123 3.468
C -0.794 1.890 7.254 1.050 3.403 -0.680
C 0.104 2.478 8.536 -0.502 2.634 -2.541
C 0.646 4.031 8.570 -2.344 -1.371 -3.683
C 0.305 4.985 7.269 -1.628 -3.840 -0.326
C -0.554 4.379 6.003 0.828 -1.680 3.048
C -1.874 1.266 1.564 0.177 1.843 0.387
C -3.487 1.650 1.553 -1.153 1.104 1.169
C -3.794 3.088 0.737 0.126 -1.261 -1.010
C -5.086 3.900 1.347 -0.264 0.201 -1.536
S -4.409 5.534 2.068 6.583 1.170 1.594
O -3.545 5.141 3.326 -4.063 1.113 -4.080
O -3.454 6.250 1.044 -4.734 -2.440 3.126
O -5.718 6.571 2.515 0.710 -3.471 -0.838
C -1.321 0.675 0.097 -0.760 -0.277 1.222
C -0.303 1.751 -0.524 1.116 1.824 -1.208
C 0.966 2.359 0.302 0.009 5.479 5.530
O 0.901 3.364 1.223 -0.554 -6.784 -6.396
I 3.116 1.832 -0.014 -1.665 0.120 -0.155
N -2.563 0.617 -0.748 0.650 2.747 -7.205
C -2.534 1.082 -1.997 1.609 0.123 2.354
S -2.235 1.838 -3.530 -1.424 -2.633 4.865
H 3.785 -0.705 -1.908 0.491 -2.131 -0.380
H 4.458 -2.329 -1.103 -0.701 1.299 -2.054
H 5.229 -1.639 -2.690 -2.647 -0.375 1.155
H 2.922 -3.760 -2.412 0.489 2.383 -1.222
H 3.723 -2.980 -4.005 -1.421 0.418 2.279
H -1.281 -1.490 -3.417 1.614 -0.054 2.113
H 0.014 -0.475 -2.517 -0.789 -2.056 -0.085
H -2.392 -1.843 -1.405 2.165 0.484 0.806
H -1.049 -2.998 -0.886 -0.138 2.527 -0.326
H 1.324 -0.463 -0.783 -1.502 -1.049 1.804
H 1.168 -0.288 1.077 -0.581 -1.563 -1.879
H 2.535 -3.036 1.966 1.046 0.884 -1.408
H 0.609 -4.199 0.139 1.485 1.079 -1.243
H -1.103 -2.710 1.370 0.373 1.210 -0.424
H -3.525 -2.752 0.230 1.144 0.796 0.375
H 0.331 -2.592 3.062 -0.318 1.115 0.550
H 0.059 -1.604 4.401 0.156 0.233 -1.824
H -1.597 0.253 5.170 -1.258 0.771 -1.808
H -3.294 0.614 4.222 2.459 -0.137 0.131
H -1.569 3.058 3.728 -0.831 -1.398 1.880
H -3.102 2.864 4.804 2.373 -0.959 -0.370
H -1.188 0.776 7.256 1.006 2.551 0.249
H 0.369 1.774 9.454 -0.749 1.623 -2.303
H 1.262 4.519 9.456 -1.449 -1.475 -2.046
H 0.642 6.127 7.219 -0.771 -2.865 0.198
H -0.787 5.121 5.118 0.466 -1.774 1.892
H -1.412 2.365 1.671 -0.632 -2.581 -0.194
H -4.202 0.785 1.235 1.518 1.683 0.218
H -3.897 1.967 2.630 1.539 -0.987 -1.974
H -2.820 3.738 0.693 -1.998 -1.025 0.321
H -4.061 2.813 -0.392 0.509 0.779 2.477
H -5.743 4.242 0.417 1.159 -0.794 2.234
H -5.709 3.292 2.142 1.318 1.459 -1.534
H -6.474 5.915 2.706 1.308 1.425 -0.209
H 0.155 1.487 -1.596 -1.174 0.226 2.428
H -0.918 2.766 -0.699 1.111 -2.374 0.456
C 8.871 -3.409 -3.460 0.211 0.018 0.104
N 7.632 -2.587 -3.514 -0.441 0.609 -0.006
O 7.770 -1.362 -3.613 -0.601 -1.708 0.135
O 6.557 -3.194 -3.457 1.382 0.875 -0.227
H 9.738 -2.747 -3.520 -0.336 -0.139 -0.028
H 8.865 -3.952 -2.513 -0.118 0.044 -0.180
H 8.849 -4.094 -4.310 -0.055 0.163 0.315
C -3.740 6.176 -3.390 0.354 0.042 0.157
N -4.954 5.320 -3.482 -0.566 -0.191 -0.205
O -4.966 4.281 -2.811 -0.261 1.201 -0.910
O -5.860 5.715 -4.226 1.146 -0.942 1.324
H -3.030 5.709 -2.705 -0.300 0.034 -0.133
H -3.315 6.253 -4.393 -0.210 0.059 0.064
H -4.053 7.152 -3.015 -0.004 -0.154 -0.189
C -5.484 5.768 -7.468 -0.247 0.018 0.251
N -4.095 5.439 -7.888 0.702 -0.173 -0.473
O -3.238 5.361 -7.000 -0.824 0.012 -1.233
O -3.903 5.268 -9.098 -0.006 0.251 1.901
H -5.505 5.890 -6.383 0.092 0.013 -0.396
H -5.767 6.697 -7.967 0.065 -0.301 0.040
H -6.126 4.940 -7.776 0.156 0.162 -0.094
C 11.990 -3.542 -7.263 0.000 0.014 -0.373
N 11.158 -3.734 -6.045 -0.587 -0.166 0.385
O 9.974 -4.051 -6.213 1.716 0.403 0.430
O 11.716 -3.561 -4.955 -0.905 -0.370 -1.234
H 11.374 -3.726 -8.145 0.057 0.018 0.338
H 12.354 -2.512 -7.255 0.024 -0.225 0.119
H 12.816 -4.255 -7.214 -0.077 0.183 0.066
C -0.220 -5.934 3.384 -0.468 -0.058 0.264
N 0.109 -5.274 2.092 1.433 -0.729 0.241
O -0.787 -4.619 1.546 0.778 -0.085 -0.182
O 1.258 -5.432 1.662 -2.389 0.273 0.772
H -1.258 -5.711 3.640 0.225 0.034 -0.148
H -0.078 -7.008 3.252 0.178 0.130 0.019
H 0.458 -5.533 4.141 0.027 -0.162 -0.185
C -4.018 9.912 -8.680 0.097 -0.196 -0.280
N -4.601 9.810 -7.315 -0.395 0.341 1.007
O -4.857 8.677 -6.892 0.250 1.500 -0.272
O -4.785 10.871 -6.707 0.236 -1.871 -0.833
H -3.912 8.907 -9.095 -0.055 0.216 0.200
H -4.702 10.509 -9.287 0.187 0.011 0.183
H -3.044 10.396 -8.588 -0.261 0.030 -0.008
C -6.084 -4.788 6.597 -0.209 0.041 0.309
N -4.695 -5.117 6.177 1.076 -0.223 0.419
O -3.838 -5.195 7.066 -1.164 0.093 -1.724
O -4.503 -5.288 4.968 0.036 0.255 1.315
H -6.105 -4.666 7.682 0.131 -0.061 -0.299
H -6.367 -3.859 6.098 0.029 -0.238 -0.020
H -6.726 -5.616 6.290 0.125 0.202 -0.068
C 3.339 -8.733 1.796 0.002 -0.043 -0.371
N 2.506 -8.925 3.014 -0.289 -0.107 0.990
O 1.323 -9.243 2.847 1.329 0.533 0.467
O 3.064 -8.752 4.104 -1.096 -0.261 -1.626
H 2.722 -8.917 0.914 0.075 0.017 0.314
H 3.703 -7.704 1.805 0.032 -0.231 0.098
H 4.164 -9.447 1.845 -0.095 0.227 0.086
C 4.730 4.357 5.886 0.078 -0.174 -0.260
N 4.148 4.255 7.251 -0.486 -0.258 1.040
O 3.892 3.122 7.674 0.321 1.748 -0.407
O 3.963 5.316 7.859 0.187 -1.587 -0.742
H 4.837 3.352 5.471 -0.085 0.225 0.224
H 4.046 4.954 5.279 0.168 0.000 0.179
H 5.705 4.841 5.978 -0.256 0.037 -0.002
C -7.461 2.568 -2.362 -0.148 0.059 -0.274
N -8.294 2.376 -1.144 -1.109 -0.355 0.292
O -9.477 2.059 -1.311 1.897 0.519 0.649
O -7.736 2.549 -0.054 -0.749 -0.226 -1.085
H -8.078 2.384 -3.244 0.062 0.018 0.321
H -7.097 3.598 -2.353 0.031 -0.349 0.049
H -6.636 1.855 -2.313 -0.060 0.258 0.083
C -6.109 -4.680 1.438 0.105 0.078 0.289
N -6.034 -4.500 -0.036 -0.697 -0.646 -1.050
O -5.228 -3.665 -0.464 -0.771 -0.776 0.048
O -6.785 -5.203 -0.723 1.593 1.525 1.124
H -5.397 -4.002 1.914 -0.132 -0.158 -0.162
H -7.130 -4.446 1.747 0.150 -0.174 -0.110
H -5.857 -5.720 1.657 -0.172 0.169 -0.060
C 14.291 -5.853 -3.979 0.146 0.089 0.319
N 14.366 -5.673 -5.454 0.310 0.282 -0.850
O 15.172 -4.839 -5.882 -1.339 -1.257 0.331
O 13.615 -6.376 -6.140 0.990 1.097 0.720
H 15.003 -5.175 -3.503 -0.164 -0.139 -0.258
H 13.270 -5.619 -3.670 0.148 -0.139 -0.138
H 14.543 -6.893 -3.760 -0.171 0.156 -0.098